C27H48OP2Zr as an isolated structure in a non-equilibrium geometry, computed with the ωB97M-V functional and the def2-TZVPD basis.

The geometry in ORCA input format:
```
! RIJCOSX wB97M-V def2-TZVPD def2/J DEFGRID3
* xyz 2 1
P 1.830 -1.734 -1.612
P 1.065 2.264 -1.519
C 1.618 -0.360 -2.810
C 2.163 1.079 -2.506
H 0.633 -0.195 -3.384
H 2.103 -0.789 -3.704
H 3.109 1.071 -1.938
H 2.398 1.593 -3.448
C 0.084 3.798 -2.105
H 0.315 4.641 -1.412
H -1.004 3.575 -2.013
H 0.343 4.040 -3.155
C 2.461 3.246 -0.860
H 3.037 3.542 -1.746
H 3.103 2.653 -0.197
H 2.119 4.163 -0.365
C 0.234 -2.676 -1.586
H 0.411 -3.310 -0.702
H 0.048 -3.347 -2.430
H -0.731 -2.123 -1.351
C 3.012 -2.902 -2.506
H 3.829 -2.325 -2.961
H 2.573 -3.502 -3.321
H 3.493 -3.618 -1.824
Zr -0.835 -0.023 -2.016
C -0.639 1.201 -4.079
C -1.991 0.983 -3.529
C -3.032 0.367 -4.437
C -2.717 -1.030 -5.050
C -1.521 -1.600 -4.312
C -0.276 -1.413 -4.826
C -0.076 -0.449 -5.968
C -0.438 0.956 -5.604
C 1.045 -0.769 -0.018
H -0.146 2.165 -3.860
H -2.413 1.809 -2.917
H -3.203 1.074 -5.269
H -3.947 0.222 -3.840
H -3.592 -1.672 -4.882
H -2.684 -0.969 -6.166
H -1.649 -2.489 -3.678
H 0.561 -2.116 -4.738
H -0.703 -0.675 -6.832
H 0.967 -0.516 -6.308
H 0.402 1.601 -5.898
H -1.327 1.316 -6.175
H 0.676 0.264 0.244
H 2.022 -0.826 0.465
H 0.363 -1.463 0.502
C -0.915 4.769 1.460
C -0.377 3.338 1.273
C 0.939 3.195 2.067
C -1.361 2.278 1.772
C -1.853 2.634 3.047
C -2.181 1.671 3.988
C -2.084 0.347 3.577
C -1.680 -0.051 2.291
C -1.214 -1.487 2.343
C 0.004 -1.628 3.288
C -2.254 -2.460 2.941
C -1.548 0.941 1.230
O -1.522 0.699 -0.094
H -0.569 5.149 2.430
H -2.008 4.786 1.393
H -0.542 5.447 0.683
H -0.180 3.154 0.211
H 0.751 3.403 3.137
H 1.348 2.173 2.003
H 1.714 3.894 1.718
H -1.851 3.668 3.418
H -2.473 1.899 5.032
H -2.214 -0.431 4.336
H -0.942 -1.876 1.365
H -0.313 -1.497 4.333
H 0.438 -2.636 3.222
H 0.807 -0.912 3.085
H -3.263 -2.269 2.556
H -1.973 -3.494 2.680
H -2.239 -2.397 4.044
*
```

Calculated values
F_max   4.87 eV Å⁻¹
HOMO (alpha / beta)   -12.53 / -12.53 eV